No. 1
Below is a cluster of 10 separate species, C33H62F9N2O11S9 in total at a distorted geometry, with properties calculated with ωB97M-V/def2-TZVPD.

XYZ file:
```
126
Properties=species:S:1:pos:R:3:forces:R:3:lowdin_charge:R:1
H 1.06843 3.62164 -8.13089 0.0 0.0 0.0 0.06
H 1.37454 -7.53999 0.80912 -0.2 0.1 0.0 0.11
H 0.61025 4.89431 -6.95995 0.0 0.0 0.0 0.06
H 5.57837 -0.36433 11.67172 0.0 0.0 0.0 0.06
S 5.89217 -0.71070 2.60458 0.2 0.2 -0.1 0.83
H 5.90825 -1.62583 10.46286 -0.1 0.0 0.0 0.05
H -4.45018 2.85551 0.44812 0.0 0.0 0.0 0.06
H 8.21569 -2.13643 -2.91408 -0.1 0.0 0.0 0.06
H -0.44300 -6.54765 4.56377 -0.1 0.2 -0.2 0.14
C -3.04240 -1.91439 1.48439 -0.3 -0.7 0.2 -0.34
H 6.88746 -2.07781 0.90507 -0.1 0.0 0.0 0.07
O 1.46662 0.80554 -1.11592 0.0 -0.3 0.2 -0.57
F -2.17553 -2.59480 0.71317 0.2 0.0 0.2 0.15
H -0.79538 1.03977 6.97078 0.0 0.0 -0.1 0.06
C 0.74231 -6.93622 1.45328 0.3 -0.8 0.7 -0.06
O -6.47152 2.89220 -4.79771 -0.1 -0.3 0.2 -0.57
H -7.41857 -0.10296 -6.50078 0.1 0.0 0.0 0.05
H -7.48025 1.53273 -7.19793 0.1 0.0 0.0 0.05
S 0.74538 0.20638 5.33527 0.1 0.1 0.3 0.80
C -7.53002 0.95752 -6.27462 -0.2 0.1 0.0 -0.26
C 3.41155 4.40561 -6.79398 0.1 0.0 -0.1 -0.27
F -5.28726 -0.92871 2.79366 0.0 0.1 -0.3 0.19
H 4.26382 1.76038 9.81448 0.0 -0.1 0.0 0.06
H 8.38252 -0.61398 -3.83952 0.0 0.0 0.0 0.06
F -4.66855 -3.24793 0.50717 0.2 0.3 0.0 0.15
C -0.77604 -5.30456 2.85764 -1.2 1.1 0.3 -0.32
H -4.17368 4.85264 -1.16355 0.1 0.0 0.0 0.05
H 1.03358 -1.90101 -3.42003 -0.1 0.0 0.0 0.06
F -3.90740 -3.98756 2.36466 0.4 0.3 0.3 0.18
H 2.53585 1.42170 10.07880 0.0 -0.1 0.0 0.05
H 4.89355 -1.98870 -4.79583 0.0 0.1 0.0 0.05
O -3.80836 1.74741 -2.88742 0.0 -0.1 0.0 -0.57
H 7.74252 -2.07269 3.28227 -0.1 0.0 0.0 0.06
O 0.53616 1.41022 4.47706 -0.1 -0.1 -0.1 -0.55
F -2.51941 -0.02375 2.78298 -0.1 -0.1 0.2 0.12
C -6.30185 7.30992 -8.29044 -0.1 0.1 -0.1 -0.28
O -0.51820 -3.55022 5.46698 -0.1 0.5 -1.4 0.20
C 5.95499 -1.91583 -4.56684 0.0 -0.1 0.0 -0.26
H 4.36482 4.23249 -6.29821 0.0 0.0 0.0 0.05
C 3.54874 1.16924 10.38736 0.1 0.1 0.0 -0.27
H -7.35882 7.17968 -8.52372 0.0 -0.1 0.0 0.06
H 2.24090 0.93076 -3.86476 0.0 0.0 0.0 0.05
F -3.47481 -0.88351 0.73817 -0.1 0.1 0.2 0.15
O 4.93343 -1.80778 2.95196 -0.1 -0.1 -0.1 -0.58
C -0.65845 0.09037 6.45294 -0.1 0.0 0.0 -0.24
C -4.24861 -2.86579 1.73549 -0.7 0.1 -0.8 -0.33
H -5.88916 0.62963 -3.02386 0.1 0.1 -0.1 0.01
S -5.54657 5.70735 -7.96986 0.0 0.1 0.1 0.79
H -8.48473 1.14064 -5.78060 0.0 0.0 0.0 0.06
H 2.91270 0.78914 6.10194 0.0 -0.1 0.0 0.06
C 5.52657 -0.61784 10.61290 0.1 0.0 0.0 -0.27
H 1.64804 1.54716 7.09861 -0.1 0.0 -0.1 0.06
N -0.68250 -4.95264 1.59021 0.8 -1.4 0.9 0.18
C -6.59729 0.42515 -3.82338 -0.2 0.0 0.2 -0.26
S 3.81330 -0.58162 10.07174 0.0 -0.1 0.1 0.82
H 2.56006 -1.27834 -2.72293 0.0 0.0 0.1 0.05
C -0.04866 -2.52569 3.33636 -0.7 -0.3 0.2 -0.04
H 3.50010 4.15890 -7.85205 0.0 -0.1 0.0 0.06
C -0.14738 -0.71256 1.81878 -0.9 0.8 -0.3 0.04
S -3.49219 2.63184 -1.73424 0.1 0.2 0.1 0.81
C 1.15650 0.92240 -3.76281 0.1 0.1 0.1 -0.28
H -6.34945 4.23834 -6.28238 0.0 0.3 0.0 0.00
C 1.49455 -1.43537 -2.54915 0.2 0.0 0.0 -0.25
H 3.66292 1.36688 11.45314 0.0 0.0 0.0 0.06
F -5.76578 -2.89202 3.56210 0.3 0.3 0.1 0.17
H -7.61170 0.64196 -3.48466 0.0 0.0 -0.1 0.06
O -5.87953 4.82498 -9.12115 0.0 0.0 0.0 -0.56
H -4.27489 1.15723 -0.04478 0.1 0.0 0.0 0.02
H 0.24189 -5.62377 -0.11802 -0.1 0.0 0.3 0.12
H 2.04435 -0.18558 7.30325 0.1 0.0 -0.1 0.03
H -5.79460 7.76237 -9.14080 0.0 -0.1 0.0 0.05
H 3.12316 5.44956 -6.67110 0.0 0.0 0.0 0.06
H -6.18300 7.94921 -7.41528 0.0 0.0 0.0 0.05
H 0.70511 0.38206 -4.59375 0.0 0.0 0.0 0.07
C 7.42086 -1.05055 3.48248 0.0 -0.1 0.1 -0.26
O 2.52764 1.93952 -6.35820 0.0 0.0 0.0 -0.55
H -5.60434 2.13285 -0.71250 0.0 0.0 -0.1 0.06
C 6.50982 -1.05652 0.95526 0.0 0.0 0.0 -0.28
H 6.36551 -2.91390 -4.41213 0.0 0.0 0.1 0.06
C 1.32007 -2.60495 3.11432 -0.4 -0.5 0.6 0.05
O 5.56643 -1.74148 -1.94530 0.0 0.0 -0.1 -0.57
H 1.92925 -3.34958 3.61733 -0.1 0.2 -0.1 0.16
C -0.80547 -1.55914 2.67315 0.1 -0.6 0.5 -0.03
H 5.69076 -0.93956 0.24912 0.0 0.0 0.0 0.02
N 1.15546 -0.81379 1.62213 0.5 0.1 -0.3 0.17
H -7.66373 5.24374 -6.95162 0.0 0.0 -0.1 0.06
H -3.78992 4.68191 -2.89240 0.0 -0.1 0.0 0.05
H 6.46994 -1.41812 -5.38840 0.0 0.0 0.0 0.06
S 6.14143 -0.94214 -3.06806 0.0 0.1 -0.1 0.81
S -6.17973 1.48509 -5.21033 0.2 -0.1 0.1 0.82
H 8.18534 -0.34264 3.16318 -0.1 0.0 0.0 0.06
C -6.62616 5.24263 -6.61389 0.0 -0.1 -0.1 -0.28
C -0.23858 -6.38914 3.50859 0.5 -1.0 0.6 0.02
C -4.28354 4.21575 -2.04194 -0.1 0.1 0.0 -0.26
C -0.70998 -3.51716 4.28061 -0.2 -0.7 1.3 -0.39
O -1.55476 -4.42623 3.66719 1.0 0.4 0.0 0.05
C -2.31401 -1.37157 2.78231 0.5 1.1 -0.8 -0.36
H -5.33839 4.06283 -2.27253 0.0 -0.1 -0.1 0.06
H 1.35800 -2.07762 -1.67992 0.0 0.0 0.0 0.04
S 2.17849 3.34886 -6.02363 0.0 0.2 0.0 0.79
C -4.56737 2.14995 -0.37479 -0.1 0.0 0.0 -0.26
H 7.23643 -0.92865 4.54827 -0.1 0.0 0.0 0.05
H 1.03888 -8.14711 3.23947 -0.1 0.1 0.0 0.12
H -6.49780 5.94385 -5.78844 0.1 0.0 0.0 0.06
C 0.10165 -5.82895 0.94700 0.1 0.5 -2.0 -0.13
H 2.96581 -1.77637 2.00629 -0.4 0.1 0.3 0.12
H 6.11526 0.08686 10.02515 -0.1 0.0 0.0 0.06
H 8.26276 -0.57207 -2.06622 -0.1 0.0 0.0 0.04
F -2.84289 -1.83621 3.92066 0.1 -0.5 -0.1 0.17
H 0.78499 1.94532 -3.75279 0.0 0.0 0.1 0.04
H -1.54750 -0.13594 5.86537 0.0 0.0 0.0 0.04
F -6.56375 -2.31994 1.67943 0.1 0.6 -0.2 0.19
C 1.89478 -1.73650 2.24378 1.3 0.1 -0.6 0.01
H -0.48398 -0.71160 7.17056 0.0 0.0 -0.1 0.06
C 1.95307 0.63166 6.58976 -0.1 0.0 0.0 -0.26
O 3.81314 -0.76895 8.59216 0.1 0.1 0.1 -0.57
S 0.69098 0.13959 -2.22124 -0.2 -0.1 0.0 0.82
H 1.61408 -0.18682 0.94832 -0.3 0.1 -0.1 0.16
H -6.51404 -0.61885 -4.12673 0.0 0.0 -0.1 0.06
C -5.49156 -2.19488 2.45167 -0.4 -1.3 0.6 -0.53
H -0.06267 3.25509 -6.80624 0.0 0.0 0.0 0.05
C 0.56846 -7.27584 2.79812 -0.4 1.0 -0.7 -0.02
H -0.69334 0.05776 1.27892 0.4 0.0 0.0 0.17
H 7.30276 -0.34920 0.70952 0.0 0.1 0.1 0.06
C 7.93077 -1.08534 -2.96689 0.1 -0.1 0.0 -0.26
C 0.81530 3.83181 -7.09171 0.0 0.0 -0.1 -0.26
```
Forces are in eV/Å.

## Properties
multiplicity: 1
total charge: +1

=====

No. 2
Below is a cluster of 8 separate species, C33H63FO17S7 in total at a distorted geometry, with properties calculated with ωB97M-V/def2-TZVPD.

XYZ file:
```
121
Properties=species:S:1:pos:R:3:forces:R:3:lowdin_charge:R:1
H 4.32728 1.04766 -0.42466 0.0 0.0 0.0 0.09
H -3.61378 1.04787 3.15153 -0.1 0.0 0.0 0.10
C 3.91497 0.63134 -5.21803 0.1 0.2 -0.2 -0.21
O -4.97103 0.40542 5.78952 0.1 0.1 -0.1 -0.32
H -9.44065 1.31481 5.65748 0.0 0.0 0.0 0.11
H 4.42892 2.75266 -5.33243 0.0 0.0 0.0 0.12
H 2.23676 -1.83687 -1.29933 -0.1 -0.4 0.3 0.13
O -2.82879 -3.87891 3.23777 -0.1 0.2 -0.1 -0.31
H -1.87363 -6.83117 6.21259 0.0 0.0 0.0 0.11
C 0.43167 2.85874 6.58718 0.1 0.0 0.2 -0.22
C 0.94011 -0.16636 -10.45719 -0.1 -0.1 0.0 -0.22
C 5.41052 1.02270 -0.34354 0.1 0.0 0.0 -0.22
H 0.91841 -2.17732 -2.52307 0.4 -0.5 -0.2 0.13
O 7.90455 -1.38566 1.05750 0.1 0.1 0.1 -0.33
C 4.76696 1.76788 -7.24488 -0.1 0.3 0.2 -0.21
O -0.38250 -2.01022 4.18327 0.1 -0.1 -0.2 -0.33
H 2.95913 2.30754 -6.18703 0.0 0.0 0.0 0.12
H -7.24549 2.23593 4.44875 0.1 0.0 0.0 0.11
C -0.68487 0.39377 -12.19259 0.0 -0.3 0.0 -0.24
H -2.08144 -4.10686 6.51160 0.0 0.1 -0.1 0.11
O 8.36716 1.07887 1.11460 0.1 -0.1 0.1 -0.32
H -8.93210 0.47463 4.19246 0.0 0.0 0.0 0.12
H -0.18639 0.54988 4.75460 0.0 -0.1 0.1 0.08
C 3.53474 -0.39729 -6.27608 -0.1 0.0 0.3 -0.22
O 1.10284 1.90990 -13.38900 0.0 0.1 0.0 -0.32
H -6.51956 -1.69097 6.27533 0.1 0.0 -0.1 0.10
C 1.63237 3.33673 7.39619 0.0 0.1 -0.1 -0.22
O -5.91789 0.07343 3.48326 0.1 0.0 0.0 -0.31
H -2.83236 -0.92945 2.07358 0.1 -0.1 0.0 0.11
C -8.64378 0.71763 5.21724 0.0 -0.1 0.0 -0.22
S -0.72624 -1.06514 3.14390 -0.2 0.1 0.3 0.69
C -2.18474 -4.75384 5.64510 0.1 -0.2 0.2 -0.21
H 3.75510 -1.42306 -5.99093 0.0 0.0 -0.1 0.11
S -6.09182 0.20414 4.90880 -0.2 -0.1 0.2 0.66
H 5.54372 -0.68980 -1.65240 0.0 0.0 0.0 0.12
H -7.10349 1.90090 6.19648 0.1 0.0 0.0 0.11
H -4.13507 -7.53346 5.10004 0.0 0.0 0.0 0.11
H -4.92257 -5.55351 3.48953 0.0 0.1 0.0 0.11
O 3.71538 -0.03024 -8.89330 0.1 -0.1 -0.1 -0.33
H 7.90522 -0.90407 -1.55940 0.1 0.0 0.1 0.10
H -9.21371 -1.28008 5.89955 0.0 0.0 0.0 0.11
C 1.89837 0.71106 -2.32624 -0.3 0.6 0.4 -0.52
C -4.48165 -5.47881 4.48057 0.0 -0.3 0.1 -0.23
H -1.84435 0.84563 -2.05806 0.2 0.3 -0.1 0.12
H 1.58339 2.98409 8.42487 0.0 0.0 0.0 0.12
H 0.65925 0.87185 3.21992 0.1 -0.1 0.0 0.10
C -3.56422 -6.64390 4.83875 0.1 0.0 0.0 -0.22
O 5.78732 -0.64015 -7.61777 0.0 0.0 -0.1 -0.32
C -2.49649 -0.80086 3.10099 -0.3 0.2 0.1 -0.21
S 0.38863 1.82629 -12.13976 -0.1 -0.1 0.2 0.66
C 1.49989 1.19629 -10.87567 0.1 -0.2 0.2 -0.23
H -1.48743 -0.91832 -0.42254 -0.2 -0.1 0.2 0.10
H 1.52810 1.90440 -10.05261 0.0 0.1 -0.1 0.10
C -8.39215 -0.57383 6.00814 0.0 0.1 0.0 -0.21
C -7.31731 1.47140 5.21850 -0.3 0.1 0.0 -0.23
H -2.92765 -6.89038 3.98671 0.0 0.0 0.0 0.12
C -1.85963 -0.20047 -2.33962 -0.4 -0.2 0.4 -0.20
C -1.46508 1.45410 3.24619 -0.2 -0.3 0.0 -0.20
H -0.50411 3.05005 7.11156 0.0 0.0 -0.1 0.11
S 7.59700 -0.04211 0.63819 -0.2 -0.1 -0.1 0.66
C 1.46529 -1.44773 -1.94704 -0.6 1.0 -0.2 -0.04
H -1.42173 1.63012 2.16774 0.1 0.0 0.0 0.12
C -1.02412 -1.02346 -1.40057 0.2 0.5 0.6 -0.10
C 7.52356 0.03070 -1.15770 -0.2 0.0 -0.3 -0.22
H 1.73859 -0.82362 -10.12439 0.0 0.0 0.0 0.09
H -7.23559 -1.84673 4.65450 0.1 0.0 -0.1 0.11
H -8.30144 -0.33763 7.07011 0.0 0.0 0.0 0.12
H 2.55453 2.95507 6.95313 0.0 0.0 0.0 0.12
H 0.79422 6.15714 5.74282 0.0 0.0 -0.1 0.10
C 0.18378 -0.74284 -11.66178 0.1 0.1 0.0 -0.22
H -1.24426 -4.79128 5.09975 0.0 0.1 -0.1 0.11
C 6.05001 0.26829 -1.51543 0.0 0.0 0.1 -0.21
O 2.67444 1.62427 -2.18341 -0.9 -1.3 -0.9 0.16
C -2.71564 0.63134 3.59741 0.3 0.1 -0.1 -0.21
C 5.86222 0.29472 0.91878 -0.2 0.1 -0.1 -0.23
C -0.28507 0.58417 3.67277 0.0 0.3 -0.2 -0.24
S 0.44424 3.88842 5.11815 0.2 0.3 0.5 0.67
H -1.52841 0.59245 -11.53236 0.0 0.1 0.0 0.11
H 2.53274 5.30584 7.68850 0.0 0.0 0.0 0.11
H 0.79253 5.25210 7.93064 0.0 0.0 0.0 0.12
H 0.89460 -1.05594 -12.42932 0.0 0.0 0.0 0.12
H 2.30817 5.33171 5.29838 0.0 -0.1 -0.1 0.11
O 0.59668 0.71680 -1.92911 0.7 0.6 0.7 0.06
H 5.95684 0.82203 -2.44820 0.0 0.0 0.0 0.11
O -0.23858 -1.25391 1.79268 0.1 -0.2 0.0 -0.33
H 5.76895 2.05387 -0.32670 0.0 0.0 0.0 0.12
H 8.15645 0.85617 -1.47671 0.0 0.0 0.1 0.10
O 2.12256 -0.53301 -2.84402 1.2 0.4 0.3 0.02
H 0.62968 -0.36605 -0.19737 0.2 -0.1 0.2 0.13
H 4.41439 2.39636 -8.05862 0.1 -0.1 -0.1 0.10
O -0.89708 4.32889 4.82784 0.0 0.0 -0.2 -0.32
H -1.03354 0.24466 -13.21167 0.0 0.1 0.0 0.11
H 2.48665 -0.30488 -6.56035 0.0 0.0 0.0 0.11
F -1.44803 -0.33414 -3.65061 0.1 0.0 -0.3 -0.03
H -0.41728 -1.60856 -11.38736 0.0 0.0 0.0 0.11
O 1.26425 3.26088 4.11311 -0.1 0.0 -0.1 -0.31
S 4.52341 0.04586 -7.69901 -0.1 0.1 0.1 0.67
C -7.07672 -1.17741 5.49711 -0.3 -0.1 0.2 -0.22
C 1.37381 5.24414 5.84894 0.1 0.2 0.2 -0.22
O -4.10394 -2.96463 5.20493 0.1 0.1 -0.2 -0.33
H -5.26073 -5.34075 5.23014 0.0 0.0 0.0 0.11
H 5.83435 1.91874 -7.09785 0.0 -0.1 0.0 0.10
H -3.30997 -6.09919 6.91379 0.0 0.0 0.0 0.12
C 0.42073 -0.53769 -1.24388 -0.4 -0.5 -0.5 -0.23
H 5.35684 -0.66447 1.02832 0.0 0.0 0.0 0.11
H 4.89634 0.39423 -4.80048 0.0 0.0 0.0 0.12
H -2.85961 0.62417 4.67609 0.0 0.0 0.0 0.10
H -1.46450 2.42515 3.74173 0.0 -0.2 -0.1 0.08
H 5.75203 0.88107 1.82759 0.1 0.0 0.0 0.11
S -3.41043 -4.04639 4.54333 -0.2 -0.4 0.2 0.67
H -2.97146 -1.54667 3.72971 0.1 0.1 -0.1 0.05
H 2.48947 1.10633 -11.31769 0.0 0.0 -0.1 0.10
H 0.24824 -0.04009 -9.62112 0.0 0.0 0.0 0.12
O -0.34316 2.95804 -11.62756 0.0 0.1 -0.1 -0.33
C -2.70042 -6.15297 6.00946 -0.1 0.0 -0.1 -0.21
H 3.20052 0.64775 -4.40501 0.1 0.0 -0.1 0.07
H 0.49322 1.81470 6.29894 0.0 0.0 -0.1 0.09
H -1.06657 -2.08058 -1.63695 0.0 -0.2 -0.2 0.13
H -2.89336 -0.52721 -2.25771 -0.2 -0.2 -0.2 0.12
C 3.97291 1.97978 -5.94872 0.0 -0.1 0.0 -0.20
C 1.60857 4.86747 7.31614 0.0 0.0 0.0 -0.21
```
Forces are in eV/Å.

## Properties
structure (SMILES): O=C1OC[C@H](CCF)O1.O=S1(=O)CCCC1.O=S1(=O)CCCC1.O=S1(=O)CCCC1.O=S1(=O)CCCC1.O=S1(=O)CCCC1.O=S1(=O)CCCC1.O=S1(=O)CCCC1
multiplicity: 1

=====

no.,frontier orbital gap (eV),HOMO energy (eV)
1,6.195,-9.59
2,10.132,-9.96